C6H12P | wB97M-V/def2-TZVPD

Charge   +1
Multiplicity   1
E_tot   -15694.67547 eV
Energy relative to the best compared isomer or geometry (same formula, charge and spin)   3.927 eV
HOMO level   -13.81 eV

Last column: Mulliken charge in e.
Atoms and positions in Å:
1 C -0.129 1.180 -0.815  -0.5638
2 C 0.957 0.945 -0.343  0.4801
3 C 3.083 -0.395 -0.350  -1.1127
4 C -2.600 0.804 0.878  -0.8058
5 C -1.783 -1.546 -0.454  -1.0064
6 C 2.097 0.499 0.420  -0.3391
7 P -2.082 0.261 -0.810  0.3155
8 H -0.590 2.123 -1.232  0.4037
9 H 3.821 -0.940 0.246  0.3487
10 H 3.640 0.154 -1.063  0.3418
11 H 2.557 -1.182 -0.917  0.3278
12 H -2.360 -0.101 1.539  0.2701
13 H -3.723 1.104 0.887  0.3581
14 H -2.067 1.720 1.038  0.3253
15 H -1.120 -1.640 0.531  0.3019
16 H -1.375 -1.976 -1.345  0.3691
17 H -2.716 -2.188 -0.451  0.3704
18 H 2.695 1.242 1.011  0.3334
19 H 1.696 -0.061 1.230  0.2820